<one>
{"formula": "C5H6N2O2", "method": "wB97M-V/def2-TZVPD", "homo_ev": -9.560, "spin_multiplicity": 1, "species": ["C", "C", "C", "C", "C", "H", "H", "H", "H", "H", "H", "N", "N", "O", "O"], "xyz": [[1.9072, 0.2191, 0.0280], [0.9157, -0.8756, 0.2133], [-0.5154, -0.3064, 0.0885], [-0.9883, 0.8609, -0.0933], [-2.6245, -0.4634, -0.0046], [2.8802, -1.1900, -0.6641], [1.2276, -0.9997, 1.0134], [0.9737, -1.7314, -0.7846], [-0.6271, 2.0695, -0.1220], [-3.3230, 1.5420, -0.2133], [-3.9305, -0.7934, -0.2171], [-2.4257, 0.8197, -0.0750], [-1.6218, -1.2379, 0.0611], [3.1629, -0.3437, -0.1810], [1.7075, 1.2716, 0.1427]]}


<two>
{"formula": "C5H6N2O2", "method": "wB97M-V/def2-TZVPD", "homo_ev": [-7.787, -7.787], "spin_multiplicity": 1, "species": ["C", "C", "C", "C", "N", "C", "O", "N", "O", "H", "H", "H", "H", "H", "H"], "xyz": [[-1.5941, 1.8711, 0.9821], [-0.4982, -0.2712, 0.1283], [1.1219, -0.9697, -0.9505], [-0.9945, 0.5321, 1.3004], [2.2170, -1.4367, -1.5645], [0.4137, -1.3761, 0.1615], [-0.9310, 0.0361, -1.0892], [0.5450, 0.2280, -1.4333], [-0.9458, 0.0457, 2.4071], [2.5764, -0.9313, -2.3579], [2.7840, -2.1468, -1.1339], [0.5512, -2.1511, 0.8898], [-1.8083, 2.4057, 1.9046], [-2.5190, 1.7301, 0.4185], [-0.9182, 2.4342, 0.3371]]}


Stability, descending: <two>, <one>